1.
Density functional theory data (ωB97M-V/def2-TZVPD) for an isolated ion of composition C9H13N2 and charge +1 in a non-equilibrium geometry.

Geometry as XYZ:
```
24
Properties=species:S:1:pos:R:3
C -1.42 -0.65 2.40
C -0.70 0.54 2.67
C -1.25 -1.13 1.16
C -0.10 1.17 1.65
C -0.32 -0.68 0.21
C -0.89 -2.23 -1.53
C 0.34 1.47 -0.68
C 0.95 2.84 -0.60
C 1.42 -1.45 -1.63
N 0.06 0.67 0.33
N 0.02 -1.52 -0.89
H -2.06 -1.17 3.14
H -0.72 1.10 3.61
H -1.67 -2.14 1.12
H 0.18 2.16 1.72
H -1.93 -2.22 -1.25
H -0.47 -3.02 -2.17
H 0.26 1.06 -1.75
H 1.19 3.04 -1.55
H 1.85 2.82 0.01
H 0.26 3.69 -0.29
H 1.69 -2.47 -1.58
H 1.34 -1.27 -2.70
H 1.96 -0.62 -1.40
```

Output
Multiplicity   1
Orbital gap (alpha / beta)   5.9915 / 6.8158 eV
Charge   +1

=====

2.
Density functional theory data (ωB97M-V/def2-TZVPD) for a 5-piece molecular cluster, C5H20O5 overall in a non-equilibrium geometry.

Geometry as XYZ:
```
30
Properties=species:S:1:pos:R:3
C 1.51 0.85 3.42
O 1.10 -0.45 3.18
H 2.55 1.02 3.82
H 1.39 1.48 2.53
H 0.84 1.22 4.23
H 1.63 -0.73 2.40
C -3.72 0.03 -1.55
O -2.49 -0.32 -2.30
H -4.19 -0.93 -1.28
H -3.40 0.81 -0.90
H -4.40 0.40 -2.28
H -1.79 0.07 -1.79
C 0.70 -0.06 -3.29
O 0.47 -0.66 -1.98
H 1.76 0.18 -3.19
H 0.50 -0.73 -4.15
H 0.10 0.83 -3.58
H -0.32 -1.18 -2.08
C -1.52 0.76 1.34
O -1.76 -0.61 1.18
H -2.48 1.28 1.50
H -0.88 1.16 2.15
H -1.08 1.14 0.38
H -0.93 -1.10 1.09
C 3.09 -0.61 0.24
O 1.81 -1.10 0.65
H 2.93 0.40 -0.20
H 3.76 -0.54 1.07
H 3.46 -1.36 -0.43
H 1.36 -1.29 -0.19
```

Output
SMILES   CO.CO.CO.CO.CO
Multiplicity   1
Orbital gap   10.5079 eV
Charge   0

=====

3.
Density functional theory data (ωB97M-V/def2-TZVPD) for a 2-piece molecular cluster, C3H8NO overall in a non-equilibrium geometry.

Geometry as XYZ:
```
13
Properties=species:S:1:pos:R:3
C -1.34 -0.69 -1.53
O -1.27 -1.64 -2.42
C -0.27 0.45 -1.74
H -1.16 -1.08 -0.49
H -2.34 -0.17 -1.45
H -0.37 1.30 -1.01
H -0.43 0.86 -2.75
H 0.74 0.00 -1.70
C 1.22 1.06 2.39
N 1.66 0.54 3.50
H 0.24 0.70 2.05
H 1.77 1.80 1.76
H 2.52 0.99 3.76
```

Output
Multiplicity   1
Orbital gap   5.5613 eV
Charge   -1

=====

4.
Density functional theory data (ωB97M-V/def2-TZVPD) for a 3-piece molecular cluster, C4H6Cl2FN overall in a non-equilibrium geometry.

Geometry as XYZ:
```
14
Properties=species:S:1:pos:R:3
C 0.68 0.79 1.12
C -0.08 0.32 0.10
C 0.51 -0.62 -0.85
C -0.56 -1.13 0.07
H 1.05 0.10 1.92
H 0.03 1.60 1.70
H 1.82 1.16 0.77
H -0.58 1.07 -2.09
H -2.35 0.96 -0.24
H 0.61 -0.25 -2.02
N -0.96 1.33 -0.72
F -0.13 -2.09 1.01
Cl 2.09 -1.56 -0.51
Cl -2.13 -1.70 -0.25
```

Output
Multiplicity   1
Orbital gap   9.4843 eV
Charge   0

=====

5.
Density functional theory data (ωB97M-V/def2-TZVPD) for a 2-piece molecular cluster, C4H10N2 overall in a non-equilibrium geometry.

Geometry as XYZ:
```
16
Properties=species:S:1:pos:R:3
H 1.42 -1.39 -1.61
N 1.72 -1.09 -0.67
C 0.73 -1.19 0.15
C 0.91 -1.22 1.63
H -0.35 -1.31 -0.21
H 1.97 -1.26 1.90
H 0.47 -0.32 2.06
H 0.39 -2.08 2.05
C -1.76 0.92 -1.44
C -1.15 1.24 -0.29
N 0.14 1.70 -0.18
H -2.78 0.56 -1.44
H -1.23 0.95 -2.38
H -1.70 1.24 0.66
H 0.72 1.53 -1.00
H 0.53 1.73 0.76
```

Output
SMILES   [H]/N=C/C.C=CN
Multiplicity   1
Orbital gap   9.2064 eV
Charge   0

=====

6.
Density functional theory data (ωB97M-V/def2-TZVPD) for C20H30BeCl2N3O3S as an isolated structure in a non-equilibrium geometry.

Geometry as XYZ:
```
60
Properties=species:S:1:pos:R:3
O 0.23 0.41 -4.69
C -0.34 0.54 -5.76
C -0.06 1.60 -6.77
C 1.07 2.42 -6.64
H 1.79 2.20 -5.84
C 1.25 3.50 -7.50
H 2.12 4.14 -7.38
C 0.30 3.76 -8.52
H 0.44 4.62 -9.17
C -0.80 2.90 -8.68
H -1.51 3.08 -9.49
C -0.97 1.81 -7.82
H -1.81 1.13 -7.94
H -1.15 -0.15 -6.07
C -2.52 2.11 -0.99
C -1.84 1.21 -0.04
H -3.45 2.54 -0.60
H -2.74 1.57 -1.93
H -1.84 2.92 -1.26
C -2.36 0.54 0.98
C -3.61 0.87 1.75
H -1.86 -0.36 1.36
H -4.18 1.65 1.22
H -3.37 1.25 2.75
H -4.24 -0.01 1.87
Be 0.02 1.17 -0.16
Cl 0.82 2.85 -0.61
Cl -0.26 -0.29 -1.43
H 3.71 -0.26 -3.14
H 5.25 1.25 -1.60
C 2.95 0.01 -2.39
C 4.45 1.23 -0.85
N 3.56 0.10 -1.07
H 2.15 -0.73 -2.37
C 3.57 -0.97 -0.23
O 3.01 -2.05 -0.43
H 4.90 1.14 0.14
H 4.15 -0.77 0.70
H 2.52 0.99 -2.65
H 3.89 2.17 -0.93
H -1.54 -5.77 1.34
H -0.18 -5.75 -0.89
C -2.08 -4.91 0.94
C -0.80 -4.89 -1.18
N -1.25 -4.17 0.00
H -2.39 -4.25 1.76
C -0.72 -2.98 0.34
O -0.89 -2.43 1.44
H -0.20 -4.20 -1.79
H -0.12 -2.53 -0.46
H -2.96 -5.29 0.41
H -1.66 -5.24 -1.76
S 1.38 -1.00 3.17
C 1.00 0.63 3.66
C 0.66 1.41 2.57
N 0.64 0.69 1.38
C 1.03 -0.57 1.55
H 1.02 0.95 4.69
H 0.41 2.47 2.57
H 1.06 -1.27 0.74
```

Output
Multiplicity   1
Orbital gap   4.2347 eV
Charge   -1

=====

| no. | DFT total energy (hartree) |
| --- | --- |
| 1 | -459.85495 |
| 2 | -578.57835 |
| 3 | -249.03588 |
| 4 | -1230.74302 |
| 5 | -267.86426 |
| 6 | -2503.52982 |